This record from the Open Molecules 2025 dataset describes a structure of composition H12NaO6. The level of theory is ωB97M-V/def2-TZVPD.

Geometry (Å):
Na 27.051 38.033 -12.572
O 29.594 37.964 -11.916
H 29.931 37.859 -12.817
H 30.358 37.804 -11.346
O 28.246 39.637 -14.474
H 27.987 40.476 -14.071
H 28.528 39.870 -15.367
O 25.939 36.798 -14.556
H 25.137 36.268 -14.651
H 26.508 36.523 -15.286
O 25.331 38.022 -10.873
H 24.851 37.406 -10.307
H 24.691 38.711 -11.095
O 27.538 39.860 -10.888
H 27.937 40.737 -10.826
H 28.019 39.323 -10.247
O 27.585 35.630 -11.908
H 27.238 34.791 -12.237
H 28.540 35.505 -11.844

As for the HOMO energy: -14.94 eV. Its largest force on an atom is 0.402 eV/A. The net charge is +1. For the frontier orbital gap, the calculation gives 11.89 eV. The electronic energy comes out at -620.80868 Ha. The value obtained for the LUMO energy is -3.048 eV.

Taken from the Löwdin analysis, the atomic charges in e are: 0.47 -0.04 0.06 0.07 -0.03 0.06 0.06 -0.03 0.06 0.06 -0.04 0.07 0.07 -0.04 0.07 0.06 -0.04 0.06 0.05